A molecular structure, C35H40Ge2MnN2O2S2, computed with ωB97M-V/def2-TZVPD.

Element x y z (Å)
Mn (1.38492, 0.25558, 1.47678)
S (-0.34419, 1.98144, 1.43839)
C (-1.70235, 0.98717, 2.02968)
C (-2.74784, 1.62386, 2.68586)
C (-3.81376, 0.88440, 3.17457)
C (-3.82400, -0.49575, 3.02982)
C (-2.77273, -1.13569, 2.39255)
C (-1.71794, -0.39655, 1.87268)
S (-0.36585, -1.24872, 1.08532)
H (-2.72599, 2.69804, 2.81392)
H (-4.62754, 1.38493, 3.68028)
H (-4.64385, -1.07801, 3.42625)
H (-2.76731, -2.21364, 2.30951)
C (0.67846, 3.46126, -2.92805)
C (0.58591, 3.36303, -1.40558)
Ge (-0.92728, 2.28787, -0.77344)
C (-2.64040, 3.21789, -0.58660)
C (-3.18991, 3.75170, -1.91063)
C (-1.20347, 0.80919, -2.00385)
C (-1.32837, -0.50573, -2.23475)
Ge (-0.99319, -2.03276, -1.03176)
C (0.69206, -3.04761, -1.20895)
C (0.97164, -3.90547, -2.43894)
C (-2.57707, -3.08190, -0.55452)
C (-3.22884, -3.95249, -1.62677)
C (-1.89599, -0.97264, -3.53925)
C (-2.79702, -0.20639, -4.28665)
C (-3.29751, -0.67245, -5.48807)
C (-2.92127, -1.92044, -5.97308)
C (-2.05097, -2.70308, -5.23507)
C (-1.55362, -2.22993, -4.02818)
H (1.55735, 4.03029, -3.22978)
H (-0.19125, 3.95967, -3.35676)
H (0.74962, 2.47507, -3.39155)
H (0.49561, 4.35173, -0.94988)
H (1.50771, 2.93010, -1.00263)
H (-2.49397, 4.03397, 0.12488)
H (-3.35203, 2.52350, -0.13421)
H (-2.49877, 4.44485, -2.39086)
H (-4.12286, 4.28946, -1.74665)
H (-3.40519, 2.94492, -2.61216)
H (-1.46256, 1.39547, -2.89466)
H (0.69287, -3.68204, -0.31676)
H (1.50999, -2.33735, -1.06497)
H (0.18492, -4.64049, -2.61134)
H (1.90015, -4.45915, -2.30131)
H (1.07866, -3.30699, -3.34439)
H (-3.30851, -2.37326, -0.15711)
H (-2.25367, -3.70598, 0.28418)
H (-3.62932, -3.35822, -2.44711)
H (-4.05396, -4.51364, -1.18923)
H (-2.52941, -4.67723, -2.04448)
H (-3.15181, 0.74928, -3.92240)
H (-3.99940, -0.06580, -6.04360)
H (-3.31894, -2.28086, -6.91166)
H (-1.75754, -3.68142, -5.59038)
H (-0.86846, -2.87382, -3.48479)
O (2.37566, 0.86231, 8.87758)
C (3.48679, 0.66298, 8.14823)
O (4.56692, 0.62895, 8.65292)
C (3.32443, 0.60219, 6.64920)
C (2.28704, 1.22598, 5.96775)
C (2.22767, 1.16441, 4.58222)
C (3.22111, 0.48257, 3.89154)
C (4.25718, -0.16265, 4.56473)
C (4.30999, -0.08636, 5.94282)
N (3.12513, 0.45033, 2.46943)
C (4.16555, 0.43363, 1.71528)
C (3.95901, 0.35550, 0.26757)
C (4.99396, 0.42575, -0.64565)
C (4.67719, 0.38260, -2.00230)
C (3.35315, 0.27973, -2.38450)
C (2.36763, 0.20226, -1.40594)
N (2.66025, 0.22796, -0.10614)
H (1.57857, 0.75411, 8.34945)
H (1.53674, 1.79748, 6.49984)
H (1.44133, 1.68964, 4.05018)
H (4.99918, -0.74152, 4.03133)
H (5.11014, -0.56048, 6.49388)
H (5.17564, 0.49978, 2.10967)
H (6.01778, 0.52334, -0.31370)
H (5.46259, 0.43772, -2.74381)
H (3.06782, 0.25588, -3.42661)
H (1.31757, 0.12673, -1.66687)

<S²>   3.78
Total charge   +2
Orbital gap (spin up / spin down)   0.242 / 0.236 Eh
Energy relative to the best compared isomer or geometry (same formula, charge and spin)   0.000 eV
Highest occupied orbital energy (spin up / spin down)   -13.53 / -13.53 eV
Spin multiplicity   4